The following is a DFT calculation (wB97M-V/def2-TZVPD) of a molecular structure, C31H44CdN16O2 in a non-equilibrium geometry.

Charge: +2
Gap between HOMO and LUMO, eV: 8.7
Max |F|, eV/A: 1.1
Energy above the lowest of the compared OMol25 structures with the same formula, charge and spin, kcal/mol: 3.4
E_LUMO, eV: -4.399
E_HOMO, eV: -13.110

Structure (XYZ):
```
94
Properties=species:S:1:pos:R:3:lowdin_charge:R:1
Cd 0.126 -0.011 0.556 1.367
O -2.183 -1.690 3.140 -0.031
O 2.933 -0.100 -0.940 -0.053
N 1.277 1.971 3.336 0.150
N 5.061 -0.102 -1.738 -0.177
N 2.001 -4.243 5.460 0.186
N 1.549 1.742 1.026 0.078
N -1.708 2.428 -0.052 0.136
N -2.544 -1.136 0.953 0.142
N -3.083 -0.541 -1.214 0.192
N 0.018 0.853 -1.638 0.072
N -0.648 0.890 2.530 0.057
N 0.139 -1.866 -1.215 0.099
N -4.009 -2.572 2.152 -0.036
N 3.161 2.845 2.331 -0.151
N -0.059 -3.583 4.687 0.207
N 1.198 -1.484 1.773 0.075
N 1.928 -2.918 3.624 0.127
N -0.229 1.076 4.822 0.170
C 3.829 0.407 -1.614 -0.347
C -0.949 5.052 0.418 -0.037
C -0.748 3.009 -0.773 -0.268
C 0.672 -1.382 -2.347 -0.242
C -2.867 -1.774 2.106 -0.525
C 0.245 -3.180 -0.962 -0.301
C -3.452 2.502 1.644 -0.030
C 0.458 0.070 -2.636 -0.222
C 1.376 -2.174 -3.234 -0.012
C -4.313 -3.273 3.407 0.005
C 3.400 3.827 3.390 -0.033
C -0.164 2.171 -1.858 -0.217
C -0.337 4.315 -0.582 -0.026
C 1.442 -2.157 2.693 -0.325
C -2.317 3.145 0.896 -0.323
C 0.075 1.289 3.507 -0.498
C -1.953 4.464 1.163 -0.012
C 1.985 2.181 2.153 -0.420
C 5.386 -1.343 -1.031 -0.019
C 4.134 2.849 1.251 -0.039
C -0.387 -3.750 0.281 -0.043
C 0.687 0.582 -3.904 0.001
C 0.908 -4.039 -1.836 -0.009
C 0.525 1.937 -4.125 -0.017
C -4.535 -2.047 -0.083 0.004
C -4.808 -2.693 1.064 -0.032
C -3.365 -1.235 -0.110 -0.370
C 1.497 -3.528 -2.971 -0.026
C 6.100 0.558 -2.519 -0.039
C 1.269 -3.565 4.567 -0.489
C 0.110 2.749 -3.087 0.003
H 3.908 3.605 0.489 0.102
H 5.003 -1.305 -0.013 0.088
H 3.678 1.332 -2.200 0.142
H 2.043 -4.173 -3.650 0.122
H 4.935 -2.203 -1.528 0.094
H 5.674 1.390 -3.076 0.086
H 1.817 2.090 4.172 0.128
H 2.144 1.993 0.250 0.030
H -5.285 -3.747 3.321 0.095
H 1.585 -4.834 6.156 0.119
H -3.560 -4.032 3.610 0.094
H 4.250 3.538 4.006 0.097
H 6.544 -0.140 -3.226 0.095
H 0.970 -0.067 -4.719 0.113
H 6.466 -1.468 -1.012 0.093
H -3.333 1.420 1.663 0.046
H -3.723 -0.541 -1.988 0.120
H -5.192 -2.126 -0.939 0.120
H 0.454 4.744 -1.187 0.117
H 0.205 1.599 5.561 0.106
H 6.888 0.940 -1.871 0.094
H -0.656 -3.132 3.999 0.083
H -0.649 6.076 0.611 0.118
H -3.518 2.884 2.665 0.084
H -0.048 3.810 -3.236 0.123
H 0.960 -5.097 -1.605 0.125
H 0.307 -4.420 0.794 0.088
H -2.371 0.168 -1.164 0.057
H -4.322 -2.569 4.232 0.096
H -4.396 2.736 1.144 0.092
H -1.104 0.633 5.031 0.107
H -1.271 -4.334 0.004 0.094
H -1.455 0.369 2.854 0.019
H 5.112 3.073 1.671 0.099
H -5.681 -3.321 1.176 0.141
H -0.677 -2.958 0.958 0.014
H -0.497 -4.091 5.434 0.118
H -2.465 5.015 1.943 0.121
H 2.997 -4.258 5.342 0.123
H 1.843 -1.746 -4.111 0.111
H 0.697 2.352 -5.111 0.125
H 3.616 4.798 2.947 0.098
H 4.181 1.865 0.786 0.077
H 2.529 3.956 4.024 0.083
```